w:
Density functional theory data (ωB97M-V/def2-TZVPD) for an isolated molecule of C5H10.

## Properties
LUMO = 1.3 eV
orbital gap = 10.787 eV
E_HOMO = -9.499 eV

Structure (XYZ):
```
15
Properties=species:S:1:pos:R:3:nbo_charge:R:1
C 1.43 1.55 -0.73 -0.400
C 0.81 0.35 -0.88 -0.183
C -0.69 0.19 -0.65 -0.433
C -0.86 -1.12 0.23 -0.386
C -0.52 -0.87 1.69 -0.615
H 2.51 1.72 -0.88 0.197
H 0.94 2.41 -0.23 0.187
H 1.37 -0.43 -1.36 0.200
H -1.20 0.03 -1.59 0.216
H -1.18 1.11 -0.15 0.208
H -0.26 -1.89 -0.15 0.197
H -1.96 -1.38 0.20 0.198
H -0.60 -1.64 2.41 0.213
H 0.52 -0.50 1.86 0.205
H -1.15 -0.01 1.96 0.197
```


x:
Density functional theory data (ωB97M-V/def2-TZVPD) for an isolated molecule of C5H10.

## Properties
LUMO = 1.1 eV
orbital gap = 9.923 eV
E_HOMO = -8.815 eV

Structure (XYZ):
```
15
Properties=species:S:1:pos:R:3:nbo_charge:R:1
C 2.05 -0.16 -0.02 -0.651
C 0.69 -0.78 -0.09 -0.202
C -0.48 -0.14 0.08 0.017
C -0.56 1.37 0.10 -0.653
C -1.83 -0.77 -0.10 -0.662
H 2.31 0.30 -0.98 0.215
H 2.12 0.61 0.74 0.217
H 2.81 -0.91 0.21 0.218
H 0.67 -1.86 -0.12 0.191
H -0.72 1.73 1.11 0.217
H 0.33 1.84 -0.32 0.209
H -1.37 1.74 -0.52 0.212
H -2.56 -0.44 0.62 0.214
H -2.15 -0.84 -1.14 0.229
H -1.31 -1.69 0.44 0.231
```


y:
Density functional theory data (ωB97M-V/def2-TZVPD) for an isolated molecule of C5H10.

## Properties
LUMO = 1.3 eV
orbital gap = 11.366 eV
E_HOMO = -10.082 eV

Structure (XYZ):
```
15
Properties=species:S:1:pos:R:3:nbo_charge:R:1
C 1.76 0.29 0.34 -0.610
C 0.81 -0.87 0.00 -0.397
C -0.59 -0.49 -0.49 -0.226
C -1.11 0.92 -0.55 -0.423
C -1.69 -0.05 0.44 -0.422
H 1.51 0.78 1.29 0.201
H 2.79 -0.08 0.42 0.212
H 1.74 1.04 -0.45 0.205
H 1.29 -1.47 -0.78 0.204
H 0.72 -1.51 0.89 0.201
H -0.93 -1.13 -1.31 0.210
H -1.71 1.21 -1.41 0.214
H -0.48 1.71 -0.16 0.212
H -1.42 0.09 1.49 0.208
H -2.69 -0.44 0.28 0.213
```


z:
Density functional theory data (ωB97M-V/def2-TZVPD) for a structure of composition C5H10.

## Properties
LUMO = 1.0 eV
orbital gap = 9.926 eV
E_HOMO = -8.970 eV

Structure (XYZ):
```
15
Properties=species:S:1:pos:R:3:nbo_charge:R:1
C -0.52 -1.59 0.77 -0.653
C -1.04 0.02 0.50 -0.443
C 0.03 0.71 -0.25 -0.005
C 1.50 0.06 -0.22 -0.630
C -0.27 1.83 -0.95 -0.427
H -1.55 -2.09 1.04 0.227
H 0.46 -1.67 1.65 0.229
H -0.03 -2.12 -0.40 0.207
H -2.11 -0.05 -0.29 0.221
H -1.25 0.75 1.60 0.237
H 2.15 0.73 -0.81 0.215
H 1.83 0.03 0.75 0.206
H 1.44 -0.98 -0.76 0.222
H -1.26 2.07 -1.24 0.203
H 0.63 2.31 -1.41 0.192
```


y takes first place; second place is 0.214 eV up.


w:
Density functional theory data (ωB97M-V/def2-TZVPD) for a cluster of 10 separate species, C4H18BO17 in total.

## Properties
total charge = -1
LUMO = 2.3 eV
orbital gap = 10.364 eV
E_HOMO = -8.034 eV

Structure (XYZ):
```
40
Properties=species:S:1:pos:R:3:nbo_charge:R:1
O 1.67 -0.62 3.62 -0.517
C 1.28 -0.33 2.54 0.687
O 0.07 0.12 2.19 -0.664
B -0.03 0.22 0.74 1.159
O 1.27 -0.22 0.22 -0.644
C 2.07 -0.51 1.22 0.691
O 3.12 -1.07 1.10 -0.605
O -0.25 1.67 0.38 -0.630
C -1.38 1.77 -0.23 0.693
O -1.85 2.76 -0.74 -0.622
C -1.99 0.36 -0.36 0.691
O -1.13 -0.51 0.13 -0.629
O -3.05 0.09 -0.85 -0.593
O -3.06 -2.41 1.48 -0.945
H -2.81 -1.73 2.11 0.468
H -3.25 -1.92 0.66 0.475
O -2.08 2.46 3.51 -0.935
H -1.53 2.72 2.76 0.472
H -2.93 2.89 3.37 0.464
O 5.18 -2.51 -1.62 -0.934
H 4.88 -1.69 -1.23 0.475
H 5.92 -2.27 -2.18 0.459
O 4.96 -3.19 1.44 -0.955
H 4.57 -2.31 1.32 0.489
H 5.79 -3.15 0.95 0.460
O 1.95 -4.60 -0.32 -0.941
H 2.15 -3.66 -0.17 0.478
H 1.12 -4.76 0.14 0.463
O 0.51 4.87 -0.96 -0.949
H -0.10 5.07 -1.68 0.469
H -0.05 4.47 -0.28 0.479
O -4.14 4.28 -1.27 -0.965
H -3.51 3.73 -0.75 0.493
H -4.62 3.64 -1.81 0.464
O -3.69 -2.38 -2.67 -0.950
H -4.57 -2.17 -2.99 0.458
H -3.49 -1.67 -2.04 0.487
O 0.98 0.49 -2.74 -0.937
H 0.36 1.23 -2.83 0.464
H 1.68 0.83 -2.17 0.476
```


x:
Density functional theory data (ωB97M-V/def2-TZVPD) for a cluster of 10 separate species, C4H18BO17 in total.

## Properties
total charge = -1
LUMO = 2.3 eV
orbital gap = 10.626 eV
E_HOMO = -8.308 eV

Structure (XYZ):
```
40
Properties=species:S:1:pos:R:3:nbo_charge:R:1
O 1.65 -1.43 2.23 -0.585
C 1.07 -0.93 1.30 0.700
O 1.53 -0.56 0.11 -0.644
B 0.42 -0.04 -0.71 1.164
O -0.75 -0.05 0.17 -0.665
C -0.46 -0.72 1.28 0.684
O -1.23 -1.07 2.17 -0.555
O 0.19 -0.85 -1.93 -0.624
C 0.07 -0.11 -2.94 0.657
O -0.10 -0.47 -4.10 -0.555
C 0.35 1.34 -2.49 0.695
O 0.56 1.31 -1.21 -0.666
O 0.43 2.31 -3.23 -0.585
O -4.38 -1.76 2.66 -0.953
H -3.72 -1.52 2.00 0.486
H -3.97 -1.54 3.50 0.468
O -1.57 4.01 -4.16 -0.961
H -0.88 3.50 -3.71 0.492
H -1.34 4.93 -4.00 0.457
O 4.13 -2.93 0.81 -0.940
H 3.68 -3.44 1.48 0.470
H 3.45 -2.75 0.15 0.471
O 3.20 2.79 -0.94 -0.945
H 2.29 2.47 -0.98 0.479
H 3.12 3.72 -0.74 0.462
O -3.12 -0.73 -2.31 -0.949
H -2.51 -0.16 -2.78 0.480
H -3.98 -0.33 -2.44 0.483
O 0.85 -2.84 4.56 -0.959
H 1.64 -2.37 4.84 0.465
H 0.78 -2.64 3.62 0.490
O -1.95 -2.87 -1.00 -0.970
H -2.38 -2.03 -1.22 0.494
H -1.38 -3.05 -1.75 0.465
O 3.41 0.66 3.80 -0.947
H 3.19 0.15 3.01 0.484
H 2.74 1.34 3.85 0.462
O -1.80 3.16 0.11 -0.944
H -2.03 3.06 1.04 0.465
H -1.21 2.42 -0.07 0.478
```


y:
Density functional theory data (ωB97M-V/def2-TZVPD) for a structure of composition C4H18BO17.

## Properties
total charge = -1
LUMO = 1.3 eV
orbital gap = 9.340 eV
E_HOMO = -8.011 eV

Structure (XYZ):
```
40
Properties=species:S:1:pos:R:3:nbo_charge:R:1
O 1.78 -3.11 -0.29 -0.573
C 2.02 -1.95 -0.56 0.651
O 1.28 -1.33 -1.34 -0.598
B 1.41 0.09 -0.99 1.124
O 2.33 0.04 0.14 -0.606
C 2.71 -1.13 0.30 0.662
O 3.25 -1.40 1.34 -0.570
O 0.14 0.71 -0.58 -0.614
C 0.05 1.65 -1.39 0.649
O -0.76 2.53 -1.03 -0.616
C 1.12 1.86 -2.26 0.673
O 1.92 0.92 -2.10 -0.583
O 1.26 2.74 -3.10 -0.558
O -0.97 4.45 -3.34 -0.968
H -0.15 3.97 -3.58 0.487
H -1.41 3.84 -2.76 0.468
O -3.45 3.70 -0.22 -0.955
H -3.10 2.94 0.28 0.489
H -3.33 3.48 -1.16 0.452
O -1.15 -3.07 -2.36 -0.937
H -0.61 -3.37 -1.62 0.479
H -1.58 -2.33 -1.96 0.458
O -0.27 0.66 2.22 -0.945
H -1.12 0.51 2.65 0.474
H -0.31 0.49 1.31 0.479
O -0.84 4.18 1.37 -0.942
H -0.07 4.74 1.46 0.455
H -0.63 3.67 0.56 0.483
O 1.76 -4.88 1.97 -0.960
H 1.96 -4.71 2.90 0.480
H 1.83 -4.02 1.56 0.496
O -0.76 -5.01 0.95 -0.962
H -0.57 -5.46 0.12 0.452
H 0.16 -4.72 1.14 0.489
O -3.00 1.19 0.40 -0.935
H -2.21 1.23 -0.17 0.479
H -2.67 0.46 0.95 0.462
O 1.28 -1.51 3.24 -0.980
H 2.06 -1.20 2.81 0.480
H 0.64 -0.82 3.13 0.480
```


x takes first place; second place is 0.060 eV up.


w:
Density functional theory data (ωB97M-V/def2-TZVPD) for a cluster of 2 separate species, C3H3BrF2O2 in total.

## Properties
LUMO = -0.6 eV
orbital gap = 8.852 eV
E_HOMO = -9.465 eV

Structure (XYZ):
```
11
Properties=species:S:1:pos:R:3:nbo_charge:R:1
C 0.77 -1.18 -0.78 0.364
C -0.37 0.87 0.69 0.231
C -1.62 0.72 -0.21 0.573
O 0.62 -2.24 -0.44 -0.443
O -0.44 0.37 1.86 -0.602
F -2.28 1.94 -0.05 -0.326
F -1.42 0.61 -1.59 -0.336
Br -2.96 -0.87 0.09 -0.129
H 1.01 -0.92 -1.82 0.101
H 0.46 -0.22 -0.25 0.068
H -1.12 -0.26 2.16 0.500
```


x:
Density functional theory data (ωB97M-V/def2-TZVPD) for a cluster of 2 separate species, C3H3BrF2O2 in total.

## Properties
LUMO = 0.2 eV
orbital gap = 8.485 eV
E_HOMO = -8.292 eV

Structure (XYZ):
```
11
Properties=species:S:1:pos:R:3:nbo_charge:R:1
C 1.05 1.34 0.75 0.414
C 0.44 -0.65 -0.41 -0.041
C -0.89 -0.71 0.22 0.577
O 1.56 2.13 0.10 -0.459
O 0.57 -0.52 -1.79 -0.648
F -1.64 -1.76 -0.17 -0.337
F -0.87 -0.82 1.55 -0.318
Br -1.86 0.86 -0.31 -0.027
H 0.75 1.40 1.84 0.149
H 1.07 -1.27 0.21 0.210
H -0.20 -0.02 -1.99 0.481
```


x takes first place; second place is 1.378 eV up.